(1)
{
  "formula": "C3H8S2",
  "method": "ωB97M-V/def2-TZVPD",
  "species": ["C", "C", "S", "S", "C", "H", "H", "H", "H", "H", "H", "H", "H"],
  "xyz": [[0.324, 1.073, 2.286], [1.064, 0.381, 1.195], [-0.141, -0.746, 0.276], [-0.078, -0.093, -1.739], [-1.099, -1.223, -2.678], [0.909, 1.239, 3.187], [-0.728, 0.699, 2.632], [0.219, 1.998, 1.791], [1.276, 1.099, 0.451], [1.856, -0.214, 1.608], [-2.113, -0.865, -2.833], [-0.578, -1.044, -3.646], [-0.913, -2.304, -2.528]],
  "atomic_forces_ev_per_a": [[-2.01, 0.00, 1.37], [-1.63, -2.29, -0.40], [-0.09, -0.30, 0.28], [0.63, 0.49, 0.71], [1.23, -0.14, -1.34], [0.21, -0.12, 0.00], [2.03, 0.35, -0.94], [-1.03, 1.72, 0.42], [1.24, 0.51, -0.70], [0.66, -0.25, -0.58], [-0.18, -0.49, 0.53], [-0.51, -0.16, 0.23], [-0.53, 0.66, 0.44]],
  "homo_ha": -0.283,
  "lumo_energy_ev": 0.75,
  "de_lowest_kj_mol": 132.0,
  "smiles": "CCSSC"
}

---

(2)
{
  "formula": "C3H9BF2IrO7P2",
  "method": "ωB97M-V/def2-TZVPD",
  "species": ["Ir", "C", "C", "O", "P", "O", "O", "O", "P", "O", "O", "O", "H", "H", "H", "H", "H", "H", "H", "F", "B", "F", "C", "H", "H"],
  "xyz": [[0.601, -1.632, 1.569], [-0.287, 2.306, -1.604], [0.013, 1.105, -0.725], [-0.122, 1.521, 0.633], [-1.160, -0.280, -0.999], [-1.356, -0.430, -2.570], [-2.598, 0.200, -0.560], [-0.689, -1.522, -0.336], [1.712, 0.423, -0.994], [1.438, -0.436, -2.386], [2.728, 1.448, -1.320], [1.896, -0.534, 0.153], [-1.283, 2.690, -1.378], [-0.240, 2.047, -2.661], [0.456, 3.076, -1.400], [0.291, 0.843, 1.203], [-0.483, -0.657, -2.938], [-2.702, -0.016, 0.390], [2.047, -0.074, -3.042], [-1.055, -0.757, 3.899], [-0.972, -1.060, 2.576], [-2.214, -0.768, 2.013], [1.160, -2.321, 3.159], [1.847, -3.184, 3.136], [0.972, -1.988, 4.180]],
  "atomic_forces_ev_per_a": [[-0.28, 0.32, 0.22], [-0.01, 0.00, 0.02], [-0.06, -0.06, 0.02], [0.00, 0.06, -0.09], [0.25, 0.03, -0.02], [-0.08, -0.02, 0.02], [-0.03, -0.05, 0.15], [-0.03, 0.01, -0.09], [-0.07, 0.06, 0.09], [0.09, -0.05, -0.05], [-0.03, 0.01, 0.00], [0.11, -0.25, -0.09], [0.00, 0.00, -0.01], [0.01, -0.01, 0.00], [-0.01, 0.00, 0.01], [-0.01, -0.06, 0.06], [0.00, 0.02, 0.03], [0.00, 0.02, -0.06], [0.00, 0.00, 0.02], [-0.03, -0.01, -0.01], [-0.01, -0.06, 0.15], [0.02, 0.01, -0.12], [0.40, 0.16, -0.24], [-0.09, -0.07, -0.01], [-0.14, -0.06, 0.01]],
  "homo_ha": -0.158,
  "lumo_energy_ev": 2.98,
  "de_lowest_kj_mol": 0.0,
  "charge": -1
}

---

(3)
{
  "formula": "C3H9BFIO2Si",
  "method": "ωB97M-V/def2-TZVPD",
  "species": ["C", "C", "O", "B", "O", "Si", "C", "F", "I", "H", "H", "H", "H", "H", "H", "H", "H", "H"],
  "xyz": [[2.422, -0.152, -0.256], [1.508, 1.055, -0.489], [0.774, 1.463, 0.668], [-0.122, 0.568, 1.182], [0.180, -0.088, 2.365], [-1.935, 0.197, 0.384], [-2.003, -1.145, -0.905], [-2.875, -0.297, 1.586], [-3.011, 2.237, -0.464], [2.063, -1.015, -0.812], [2.513, -0.393, 0.798], [3.422, 0.085, -0.607], [2.107, 1.912, -0.778], [0.827, 0.870, -1.322], [0.243, -1.033, 2.204], [-1.124, -1.176, -1.546], [-2.861, -0.959, -1.549], [-2.130, -2.130, -0.461]],
  "atomic_forces_ev_per_a": [[-0.06, 0.25, -0.20], [0.18, 0.38, -0.15], [-0.02, -0.36, 0.11], [0.32, 0.26, 0.38], [0.39, 0.24, -0.49], [-0.17, -0.16, -0.27], [-0.19, 0.17, -0.28], [-0.16, -0.07, 0.16], [0.18, -0.13, 0.00], [0.02, -0.22, 0.11], [-0.10, -0.01, 0.14], [0.11, -0.11, -0.09], [-0.01, 0.16, 0.07], [-0.16, -0.07, -0.02], [-0.39, -0.30, 0.44], [0.13, 0.10, -0.01], [-0.09, -0.09, -0.07], [0.02, -0.05, 0.19]],
  "homo_ha": -0.346,
  "lumo_energy_ev": 0.31,
  "smiles": "CCOB(O)[Si@@](C)(F)I"
}

---

(4)
{
  "formula": "C3H9BO2",
  "method": "ωB97M-V/def2-TZVPD",
  "species": ["B", "C", "C", "C", "O", "O", "H", "H", "H", "H", "H", "H", "H", "H", "H"],
  "xyz": [[-1.736, 0.047, -0.078], [1.334, -1.017, 0.757], [1.367, 1.004, -0.901], [0.832, 0.363, 0.367], [-2.104, -0.975, -0.817], [-2.626, 0.854, 0.577], [1.106, -1.691, 0.056], [0.810, -1.225, 1.635], [2.358, -1.099, 0.789], [0.597, 1.640, -1.341], [2.128, 1.612, -0.569], [1.681, 0.143, -1.431], [0.703, 1.177, 1.041], [-3.014, -1.267, -1.003], [-3.437, 0.434, 0.918]],
  "atomic_forces_ev_per_a": [[1.89, 1.20, 1.54], [-1.48, 3.82, 0.90], [-2.33, -1.40, 0.92], [-3.03, 0.00, -1.72], [0.03, -2.01, -1.37], [0.08, 0.19, 0.65], [-1.47, -2.56, -2.83], [-0.20, -0.93, 1.67], [2.73, 0.26, 0.84], [0.32, -0.35, -0.43], [2.31, 1.36, 0.21], [0.54, -0.13, -1.67], [-0.16, -0.22, 1.42], [0.40, 0.59, 0.35], [0.39, 0.18, -0.49]],
  "homo_ha": -0.270,
  "lumo_energy_ev": 0.13,
  "de_lowest_kj_mol": 324.0
}